# 1
ORCA calculation (wB97M-V/def2-TZVPD) on a cluster of 10 separate species, C46H91F10N14O8PS4 in total in a non-equilibrium geometry.

The value obtained for the orbital gap is 8.12 eV. As for the total charge: +4. The multiplicity is 1.

Last column: Löwdin charge in e.
CARTESIAN COORDINATES (ANGSTROEM)
S 3.948097 3.278916 -3.746835  0.417
S -0.980367 -0.813940 -0.018512  0.414
S -0.732206 1.348410 -0.743957  0.568
S 4.041786 2.494888 -5.951991  0.583
P -4.332754 1.105403 1.961008  0.213
F -4.878029 2.558356 1.362202  -0.182
F -5.677494 0.328421 1.461666  -0.168
F 0.353389 2.175953 -1.645563  -0.215
F -3.768795 -0.293042 2.610641  -0.192
F -3.609498 0.733990 0.528810  -0.184
F -0.102227 -2.206101 0.038061  -0.264
F -5.044600 1.282045 3.358731  -0.139
F -3.030050 1.904267 2.515994  -0.170
F 3.587698 3.335573 -7.243404  -0.210
F 2.753567 3.617162 -2.656438  -0.262
O -1.913557 1.503810 -1.552781  -0.261
O -2.159085 -1.396833 -0.671394  -0.273
O 3.437838 1.216084 -6.224621  -0.297
O -0.597930 2.061240 0.525528  -0.272
O 4.843965 4.355517 -3.379478  -0.259
O 4.253063 1.940574 -3.332207  -0.319
O -1.053271 -0.578329 1.404385  -0.279
O 5.501183 2.663476 -6.002239  -0.247
N 2.608987 -2.146752 -3.225433  -0.226
N 3.068083 3.507788 -4.964215  -0.262
N -4.479398 -3.602969 0.664565  -0.055
N 0.069583 -0.126413 -0.855650  -0.247
N -0.275570 4.044700 -6.845708  -0.034
N 3.501927 0.906758 3.488613  -0.043
N -6.379008 6.372466 -1.545133  -0.059
N 4.547566 -5.119513 3.473988  -0.234
N -5.243592 4.434825 -1.558764  -0.059
N -3.144762 -5.441193 0.843419  -0.072
N -0.997615 1.541757 4.836473  -0.041
N -2.455873 1.516534 6.596040  -0.065
N -0.989468 5.409003 -8.530098  -0.115
N 2.938552 1.564092 1.421274  -0.066
C -3.174124 0.972059 7.735067  -0.154
C -0.282679 2.997303 -5.832577  -0.150
C 3.460098 -4.348942 2.671541  -0.076
C -6.421158 4.269532 -0.906457  -0.027
C -2.964046 -7.577511 2.071631  -0.048
C 0.183266 5.889722 -8.052789  0.029
C 0.081881 1.142248 3.982022  -0.022
C 3.596358 -2.663929 -4.281814  0.056
C -7.113628 5.435590 -0.840693  0.010
C 4.581060 -1.170413 -1.742912  -0.167
C 0.919877 -0.928420 -4.528518  -0.135
C 3.127550 -4.823667 1.188263  -0.200
C 1.303775 -2.879460 -3.194480  -0.111
C 5.957303 -4.832306 3.067712  0.006
C 3.486525 1.557461 5.711307  -0.078
C -2.698540 -6.829854 0.707073  -0.144
C -1.792791 6.117828 -9.474322  0.028
C 2.777446 2.326949 0.295763  -0.017
C -3.255852 -3.181345 1.273770  0.023
C 1.928970 -4.099643 0.647048  -0.110
C 4.259781 0.848803 4.709410  -0.200
C -6.876981 7.685562 -1.729479  -0.177
C 2.144604 -0.713966 -3.603925  -0.068
C 5.253222 -1.235315 -0.336164  -0.083
C 0.621951 5.007435 -7.017180  0.004
C 2.344644 0.313981 1.670988  -0.016
C 3.676219 -5.959843 5.609973  -0.135
C -1.280222 4.344639 -7.774798  0.004
C -1.424061 0.939306 6.000212  -0.024
C 3.173992 -6.796679 4.405870  -0.135
C 0.635695 -2.422507 -4.503834  -0.135
C -1.351654 3.266903 -4.757676  -0.048
C 3.549727 1.889221 2.597071  0.019
C -2.506993 1.280224 9.090429  -0.036
C -8.163520 7.726448 -2.579095  -0.056
C -5.269617 5.722964 -2.077342  0.064
C -1.776411 2.705357 4.797470  0.010
C -4.352935 -4.988182 0.398918  0.046
C -2.466426 -4.345072 1.425048  0.007
C 4.480919 -4.799699 5.005546  -0.068
C -5.546542 -2.736625 0.179957  0.009
C 2.811661 -0.171145 2.829401  -0.007
C 3.358484 -2.127353 -1.836344  -0.084
C 4.332915 -6.638111 3.482297  -0.108
C -4.181636 3.436844 -1.779701  0.010
C -2.717760 2.693889 5.857387  0.058
H 2.249303 -6.503480 3.908799  0.114
H -8.575821 8.731555 -2.490363  0.089
H -1.558394 0.788253 9.305394  0.080
H 2.919761 -0.193408 -4.166292  0.104
H 0.151364 -0.207740 -4.249055  0.110
H 5.485531 -4.832305 5.427211  0.138
H 2.358027 1.685505 -0.479306  0.088
H 0.654045 -2.677355 -2.342946  0.119
H 2.068956 -3.021940 0.731110  0.055
H -4.034382 -7.539670 2.274236  0.079
H -3.344300 3.460694 6.288477  0.140
H 1.676617 -0.029823 0.895139  0.103
H 4.464466 -2.048069 -4.516755  0.117
H 5.349264 -1.335097 -2.498455  0.121
H 6.733985 -5.445227 3.525081  0.120
H 4.736916 -0.835243 0.536460  0.045
H 6.272583 -0.854182 -0.274931  0.085
H -6.260847 -2.659850 0.999706  0.109
H -3.177523 1.174145 9.943214  0.089
H -1.218607 2.503036 -3.991576  0.055
H -2.701805 -8.635097 2.042482  0.079
H -1.291437 7.009596 -9.850485  0.114
H 1.747581 -4.314842 -0.405989  0.080
H -3.176357 -2.182097 1.675729  0.099
H -6.048657 -3.080498 -0.724324  0.105
H 1.443526 -3.959941 -3.160729  0.136
H 3.974481 1.421108 6.676407  0.105
H 2.477386 1.209087 5.931231  0.078
H -6.828385 3.307236 -0.633418  0.147
H 5.992017 -4.902127 1.980505  0.107
H 1.031488 1.648489 4.155417  0.075
H 3.728972 2.761438 -0.010701  0.129
H -0.441168 -2.559084 -4.404895  0.125
H -6.084513 8.263105 -2.205436  0.132
H -2.321830 2.354360 9.083731  0.081
H -1.260066 4.231434 -4.258291  0.087
H -1.493136 -4.379116 1.891882  0.113
H 2.634311 -1.090069 3.368401  0.125
H -3.660694 3.009100 -0.923104  0.071
H 4.291933 -0.121390 -1.806638  0.086
H 1.597944 5.065138 -6.558371  0.124
H 2.925529 -5.893671 1.236925  0.103
H -3.233555 -7.325305 -0.103096  0.127
H -2.329561 3.202446 -5.234796  0.072
H 1.065930 -0.610063 -5.560714  0.114
H 4.023384 -3.565301 -3.842174  0.104
H -4.469538 6.088473 -2.703988  0.155
H -2.637863 6.452169 -8.872504  0.114
H 3.999160 -4.687988 0.547962  0.104
H 5.535165 -2.263162 -0.107854  0.057
H -5.104242 -5.542528 -0.143878  0.163
H 3.803072 -3.982744 5.252916  0.126
H 1.083542 -4.387180 1.272092  0.076
H 3.810071 -3.317494 2.629725  0.113
H -8.073854 7.455045 -3.630951  0.081
H 5.255712 1.289277 4.662311  0.150
H -0.043439 1.450512 2.944055  0.079
H -2.021148 5.396177 -10.258649  0.119
H 4.314229 -0.212615 4.951301  0.130
H 2.566645 -4.297206 3.293774  0.123
H -2.480993 -7.184737 2.966336  0.070
H -5.155567 -1.736300 -0.006026  0.088
H 0.603365 6.746640 -8.558363  0.142
H 3.988706 2.859625 2.776014  0.185
H 1.813389 -0.235549 -2.682235  0.102
H 5.248820 -7.076464 3.878619  0.147
H 0.733298 2.969300 -5.438752  0.099
H 4.221962 -6.953256 2.444763  0.133
H -3.261143 -0.062924 7.404403  0.128
H 6.243224 -3.824052 3.367324  0.109
H 2.519209 -1.915859 -1.173782  0.097
H 2.082091 3.125284 0.555082  0.123
H 4.297503 -6.551226 6.282559  0.127
H 3.597137 -3.188945 -1.771896  0.116
H 2.919586 -5.625818 6.319929  0.121
H 0.961453 -2.936925 -5.407903  0.117
H 3.054073 -2.971410 -5.175947  0.107
H -1.587060 3.450059 4.038547  0.136
H -4.387461 2.643889 -2.498707  0.110
H -8.982357 7.053841 -2.323739  0.076
H -4.186622 1.335084 7.558536  0.139
H -1.654836 -6.800879 0.394098  0.118
H -8.058033 5.707252 -0.392710  0.150
H 3.011330 -7.857896 4.594172  0.136
H 3.409058 2.574621 5.327273  0.097
H -0.409054 2.014143 -6.285927  0.132
H 0.211551 0.060555 3.946894  0.099
H -1.101304 -0.039083 6.324217  0.163
H -3.362233 4.060865 -2.136471  0.084
H -2.259310 3.959215 -7.531416  0.157
H -7.102039 8.159276 -0.773948  0.138

Atoms 1-6, force components in eV/Å:
S 0.21 4.13 7.54
S -3.71 -9.45 2.96
S 2.05 5.64 -1.79
S 0.42 1.35 -4.80
P -0.55 -0.35 -0.25
F 0.19 -1.27 0.21

***

# 2
ORCA calculation (wB97M-V/def2-TZVPD) on an isolated molecule of C22H32N2O4.

Its SMILES is CCOc1cc(CN2CCN(Cc3ccc(C)o3)[C@@H](CCO)C2)ccc1OC. The value obtained for the orbital gap is 8.58 eV. The multiplicity is 1.

Last column: Löwdin charge in e.
CARTESIAN COORDINATES (ANGSTROEM)
O -0.535498 1.429958 3.956197  -0.036
O -0.662425 -4.914094 -3.257145  -0.080
O 1.910215 -0.058865 -1.903906  0.067
O 0.735800 3.591631 2.501254  -0.112
N 0.091057 -2.784534 -1.619101  -0.150
N -2.084672 -1.164384 -0.627863  -0.134
C 1.333148 4.614761 1.747170  -0.078
C -1.408406 2.006240 -0.053901  -0.046
C 1.872562 1.072369 4.169890  -0.052
C 2.058920 -0.546617 0.259035  -0.018
C -1.306202 -0.720788 -1.768320  -0.135
C -0.682513 -1.918193 -2.504969  -0.278
C -1.957351 0.955887 0.664759  -0.215
C -1.592427 0.820539 1.995334  0.039
C -0.705506 1.686185 2.626336  -0.186
C -0.145501 2.738666 1.877949  -0.199
C -1.184320 -3.880889 -4.050112  -0.270
C -1.768099 -2.725262 -3.233444  -0.130
C 1.818588 -1.051316 -0.984583  -0.262
C 1.496684 -2.430209 -1.475632  -0.092
C 2.303068 0.838661 0.087403  -0.023
C -1.230564 -1.877137 0.305359  -0.162
C 2.197957 1.086758 -1.247465  -0.324
C -2.832070 -0.081261 0.004862  -0.141
C 2.327463 2.338605 -2.039351  -0.006
C -0.515315 2.875712 0.546601  -0.021
C -0.627643 -3.095535 -0.395526  -0.138
C 0.634362 1.819581 4.651911  -0.235
H -3.449961 0.379987 -0.770231  0.124
H 1.707510 -0.001238 4.226837  0.080
H -0.404577 -3.488158 -4.723773  0.115
H 0.790716 2.899404 4.588696  0.111
H -2.298813 -2.055023 -3.910851  0.118
H 1.955517 -2.545909 -2.464567  0.136
H 2.725320 1.333881 4.790283  0.079
H 2.807706 3.107004 -1.440283  0.078
H 2.068580 -1.089420 1.182565  0.113
H 1.346035 2.696020 -2.352807  0.080
H 2.534694 1.550394 0.852892  0.097
H -0.113308 -4.484614 -2.580132  0.055
H -3.490749 -0.539292 0.747736  0.123
H 0.049334 -3.615798 0.285220  0.125
H -2.484943 -3.110992 -2.509975  0.114
H -1.439504 -3.780354 -0.657904  0.121
H -1.966314 -4.335696 -4.665075  0.114
H -0.110472 3.683871 -0.041052  0.102
H 0.591795 5.329068 1.374675  0.099
H 2.008030 5.125115 2.433524  0.098
H 1.908407 4.215110 0.905077  0.083
H 2.093881 1.335753 3.139465  0.050
H -1.842291 -2.215408 1.145017  0.128
H 0.010037 -1.524498 -3.258594  0.150
H 0.416014 1.552608 5.690307  0.124
H -0.510743 -0.023683 -1.461829  0.109
H -1.682979 2.163280 -1.086472  0.113
H 1.949128 -3.158665 -0.797742  0.132
H -0.426300 -1.233417 0.696274  0.104
H 2.920928 2.157660 -2.933576  0.084
H -1.971850 -0.192839 -2.456025  0.129
H -2.007526 0.026941 2.597827  0.129

Atoms 1-6, force components in eV/Å:
O -0.25 0.14 -0.21
O 0.13 -0.46 0.25
O -0.04 -0.02 -0.37
O -0.30 -0.43 0.13
N 0.19 -0.14 0.00
N -0.09 -0.13 -0.05

***

# 3
ORCA calculation (wB97M-V/def2-TZVPD) on an isolated molecule of C18H21N5O3.

Its SMILES is COc1cc2[nH]c3c(N4CCC(C(N)=O)CC4)ncnc3c2cc1OC. The value obtained for the orbital gap is 7.92 eV. The multiplicity is 1.

Last column: Löwdin charge in e.
CARTESIAN COORDINATES (ANGSTROEM)
O 5.084325 2.308104 -0.080677  -0.063
O 6.056345 -0.052656 -0.154111  -0.075
O -4.488098 1.935725 -1.349708  0.061
N 0.587175 0.348718 0.030364  0.126
N 1.317371 -3.117450 -0.179676  0.121
N -2.254721 -1.031540 0.094040  -0.060
N -6.223537 2.247146 0.036939  0.172
N -1.048501 -2.964699 -0.154931  0.121
C -5.183762 1.529965 -0.445826  -0.534
C 4.643085 3.640322 -0.047575  -0.086
C 0.198239 -0.974875 -0.015071  -0.094
C 2.786888 1.522361 -0.028205  0.054
C 2.480099 -0.897914 -0.074323  -0.099
C -3.776938 0.448858 1.278029  -0.116
C 1.955987 0.405735 -0.026996  -0.191
C 4.690943 -0.003177 -0.116074  -0.197
C 4.151770 1.316534 -0.072977  -0.191
C 0.104497 -3.613369 -0.232686  -0.234
C -4.926524 0.213180 0.281133  -0.236
C -1.044254 -1.633963 -0.015413  -0.224
C 6.663778 -1.318038 -0.203828  -0.088
C 3.860565 -1.100784 -0.118601  0.058
C -3.457102 -1.797593 -0.151942  -0.156
C -2.430289 0.321741 0.571216  -0.148
C -4.528176 -0.878269 -0.724613  -0.117
C 1.358096 -1.782320 -0.082947  -0.175
H 2.362623 2.513097 0.003126  0.108
H 0.023247 -4.687655 -0.341750  0.102
H 5.545348 4.249636 -0.064471  0.095
H -1.632524 0.559021 1.281269  0.125
H -4.131207 -0.394200 -1.619661  0.122
H -3.830099 -0.283579 2.084908  0.123
H 6.422997 -1.916386 0.681494  0.097
H -6.826169 1.906054 0.763619  0.100
H -5.823663 -0.079093 0.833533  0.136
H -5.400788 -1.463697 -1.014014  0.120
H 4.235156 -2.109317 -0.154068  0.115
H -0.017775 1.144989 -0.065430  0.141
H -3.201093 -2.589576 -0.857468  0.116
H 4.026725 3.884045 -0.919929  0.097
H -2.404848 1.039682 -0.261160  0.124
H 7.735819 -1.128349 -0.230204  0.093
H -3.859961 1.443331 1.721275  0.124
H -6.438600 3.133869 -0.389143  0.112
H 4.078605 3.856937 0.866185  0.096
H -3.812075 -2.279239 0.768920  0.128
H 6.371017 -1.871322 -1.102591  0.097

Atoms 1-6, force components in eV/Å:
O -0.09 -0.49 -0.01
O -0.29 0.29 0.01
O 0.30 0.11 -0.33
N -0.31 0.45 0.02
N 0.47 -0.08 -0.03
N -0.04 0.03 -0.03

***

# 4
ORCA calculation (wB97M-V/def2-TZVPD) on an isolated molecule of C4H5NO2 in a non-equilibrium geometry.

Its SMILES is N[C@]12C[C@H]1OC2=O. The value obtained for the orbital gap is 10.13 eV. The multiplicity is 1.

Last column: Löwdin charge in e.
CARTESIAN COORDINATES (ANGSTROEM)
O 1.056789 1.194759 -1.006200  0.034
O -0.727277 2.617183 -0.824231  0.136
N -0.547767 -0.481189 1.548072  0.098
C 1.061576 -0.069156 -0.351715  -0.227
C -0.253229 0.081817 0.301966  -0.319
C -0.186258 1.602784 -0.497952  -0.289
C -0.100550 -0.890040 -0.860155  0.005
H -1.337529 -1.097879 1.667745  0.089
H -0.463451 -0.570639 -1.827398  0.111
H 1.972477 -0.413133 0.124643  0.156
H -0.229858 -0.016973 2.383087  0.090
H -0.244922 -1.957534 -0.657861  0.117

Atoms 1-6, force components in eV/Å:
O -0.43 0.28 0.06
O 0.30 -1.55 1.02
N -0.17 0.35 0.04
C 0.06 -0.47 0.06
C -0.07 0.69 -0.26
C 0.23 -0.48 -0.20

***

Number 1: E_tot -6107.40489 Eh, LUMO energy -7.5 eV. Number 2: E_tot -1267.92975 Eh, LUMO energy 0.6 eV. Number 3: E_tot -1198.04850 Eh, LUMO energy 0.5 eV. Number 4: E_tot -360.57593 Eh, LUMO energy 0.9 eV.